This record from the OMol25 dataset describes a cluster of 2 separate species, C28H34F6N3O3 in total in a non-equilibrium geometry. The level of theory is wB97M-V/def2-TZVPD.

Values from the calculation:
Net charge   +1
HOMO level   -10.6 eV
Energy above the lowest of the compared OMol25 structures with the same formula, charge and spin   0.5 kcal/mol

```
74
C28H34F6N3O3 (wB97M-V/def2-TZVPD)
C 4.0811 -3.2907 3.4247
C 3.4516 -1.9709 3.0830
O 2.1229 -2.2279 2.5587
C 1.3501 -1.1092 2.5855
C -0.0199 -1.3501 2.1418
C -1.0060 -0.7222 2.8334
N -2.2201 -1.2499 3.1355
C -3.1465 -0.3998 3.8905
C -4.3994 -1.1474 4.3183
O -4.8643 -1.9978 3.2672
C -3.9342 -3.0547 3.0298
C -2.5745 -2.5420 2.5591
O 1.7854 -0.0129 2.9399
H 5.1509 -3.1459 3.5793
H 3.6612 -3.6670 4.3613
H 3.9320 -4.0405 2.6452
H 3.3787 -1.3415 3.9791
H 4.0307 -1.4352 2.3143
H -0.2001 -2.1818 1.4664
H -0.8155 0.2776 3.2405
H -2.6223 -0.0133 4.7763
H -3.4455 0.4615 3.2669
H -4.1758 -1.7222 5.2384
H -5.2203 -0.4384 4.4849
H -3.7867 -3.6585 3.9451
H -4.3979 -3.6586 2.2404
H -2.5979 -2.4670 1.4579
H -1.8043 -3.2801 2.8257
C -4.5771 3.8463 -1.9869
N -3.5613 4.2829 -1.0643
C -3.7184 5.6205 -0.5205
C -3.0822 6.5864 -1.4779
F -3.1683 7.8909 -1.1153
F -1.7478 6.2708 -1.6241
F -3.6439 6.4528 -2.7294
C -2.4728 3.5001 -0.8285
C -1.8278 3.4412 0.4364
C -0.8822 2.4662 0.6687
C -0.3827 1.6212 -0.3794
C 0.6060 0.6498 -0.0705
C 1.4926 -0.0305 -0.9554
C 2.6816 -0.5910 -0.3911
C 3.6067 -1.2667 -1.1490
C 3.4957 -1.2672 -2.5594
N 4.4082 -1.9330 -3.3570
C 5.2446 -1.2313 -4.2991
C 4.4034 -3.3866 -3.4726
C 3.2586 -3.8198 -4.3451
F 3.2413 -5.1478 -4.6363
F 2.0639 -3.5101 -3.7338
F 3.2768 -3.1241 -5.5354
C 2.3794 -0.6297 -3.1486
C 1.3246 -0.2207 -2.3615
C -0.9184 1.8459 -1.6820
C -1.9819 2.6931 -1.8839
H -4.7323 2.7630 -1.8796
H -5.5129 4.3643 -1.7536
H -4.2966 4.0492 -3.0318
H -4.7908 5.8395 -0.4769
H -3.2200 5.7062 0.4483
H -2.1438 4.1280 1.2224
H -0.4700 2.3337 1.6709
H 0.8581 0.5932 0.9864
H 2.8466 -0.4602 0.6777
H 4.4626 -1.7686 -0.6976
H 5.6224 -0.3079 -3.8392
H 6.0920 -1.8773 -4.5547
H 4.6982 -0.9646 -5.2172
H 5.3374 -3.6921 -3.9574
H 4.2611 -3.8355 -2.4814
H 2.3448 -0.5600 -4.2382
H 0.3621 -0.0722 -2.8455
H -0.5118 1.3451 -2.5488
H -2.4392 2.7926 -2.8712
```